# 1
{"formula": "C6H7InLiO6", "method": "the ωB97M-V functional and the def2-TZVPD basis", "s2": 0.75, "homo_ha": [-0.577, -0.577], "mol_weight_da": 296.87, "multiplicity": 2, "de_lowest_kj_mol": 125.5, "total_charge": 2, "homo_lumo_gap_ev": [6.659, 3.167], "symbols": ["O", "C", "O", "O", "C", "C", "In", "H", "H", "Li", "C", "C", "O", "C", "O", "O", "H", "H", "H", "H", "H"], "coordinates": [[-4.04461, -0.95189, -2.05029], [-2.87528, -1.12498, -1.69990], [-2.07029, -1.87489, -2.30944], [-2.44069, -0.38940, -0.61069], [-1.25428, -0.69574, -0.10850], [-1.17202, -0.73512, 1.31792], [-3.70370, -2.39859, -3.44603], [-0.49358, -1.46975, 1.76625], [-2.15021, -0.66493, 1.80830], [-0.31234, -2.13441, -1.60109], [-0.19980, 0.66936, 1.10993], [1.19608, 0.39063, 0.58603], [2.02642, 1.50211, 0.92338], [3.25061, 1.50971, 0.42466], [3.77659, 0.60600, -0.17914], [3.76412, 2.72147, 0.59319], [-0.12974, 1.02130, 2.14792], [-0.63915, 1.54757, 0.61599], [1.21935, 0.24629, -0.50199], [1.60913, -0.53170, 1.01709], [4.64337, 2.75696, 0.19642]], "atomic_forces_ev_per_a": [[-1.16, 0.35, 0.29], [2.13, 4.53, 4.33], [1.55, -1.20, -0.25], [-3.42, -0.47, -1.54], [2.80, -3.03, 0.50], [-0.09, 1.14, -1.33], [-1.87, -1.98, -3.08], [-0.07, 0.35, -0.33], [0.49, 0.58, 0.39], [0.55, 0.42, 0.42], [-0.25, 0.63, 0.79], [0.83, -0.64, -0.38], [-1.64, -0.12, 0.68], [1.34, 0.07, -1.45], [-0.50, -0.01, 0.43], [-0.29, 0.01, 0.42], [-0.12, -0.33, 0.02], [-0.30, -0.56, -0.22], [-0.03, 0.22, 0.22], [-0.05, 0.18, 0.09], [0.12, -0.17, -0.01]], "nbo_charge": [-0.6579, 0.9862, -0.8599, -0.4731, 0.1393, -0.4975, 1.6705, 0.2820, 0.2584, 0.9567, -0.4111, -0.0785, -0.4943, 0.9817, -0.6312, -0.6472, 0.3049, 0.2631, 0.1882, 0.2018, 0.5177]}

# 2
{"formula": "C31H77O28P5", "method": "the ωB97M-V functional and the def2-TZVPD basis", "smiles": "COP(=O)(OC)OC.COP(=O)(OC)OC.COP(=O)(OC)OC.COP(=O)(OC)OC.COP(=O)(OC)OC.CCOC(C)=O.CCOC(C)=O.CCOC(C)=O.CCOC(C)=O", "homo_ha": -0.373, "mol_weight_da": 1052.80, "de_lowest_kj_mol": 0.0, "homo_lumo_gap_ev": 10.505, "symbols": ["C", "O", "P", "O", "O", "C", "O", "C", "H", "H", "H", "H", "H", "H", "H", "H", "H", "C", "O", "P", "O", "O", "C", "O", "C", "H", "H", "H", "H", "H", "H", "H", "H", "H", "C", "O", "P", "O", "O", "C", "O", "C", "H", "H", "H", "H", "H", "H", "H", "H", "H", "C", "O", "P", "O", "O", "C", "O", "C", "H", "H", "H", "H", "H", "H", "H", "H", "H", "C", "O", "P", "O", "O", "C", "O", "C", "H", "H", "H", "H", "H", "H", "H", "H", "H", "O", "C", "O", "C", "C", "C", "H", "H", "H", "H", "H", "H", "H", "H", "O", "C", "O", "C", "C", "C", "H", "H", "H", "H", "H", "H", "H", "H", "O", "C", "O", "C", "C", "C", "H", "H", "H", "H", "H", "H", "H", "H", "O", "C", "O", "C", "C", "C", "H", "H", "H", "H", "H", "H", "H", "H"], "coordinates": [[1.97657, 7.40392, -1.28061], [1.91052, 6.01725, -1.13167], [0.64615, 5.13560, -1.72319], [0.38841, 5.46355, -3.15065], [1.00454, 3.61707, -1.37627], [0.19944, 2.53442, -1.79697], [-0.58031, 5.58455, -0.78471], [-1.92346, 5.22817, -1.12075], [1.08358, 7.89613, -1.66585], [2.80179, 7.59991, -1.96521], [2.26748, 7.95227, -0.38462], [0.80053, 1.74042, -2.24010], [-0.54857, 2.77201, -2.55337], [-0.19493, 2.09134, -0.88251], [-2.53064, 6.09717, -1.37432], [-2.37859, 4.81854, -0.21900], [-2.02668, 4.37949, -1.79690], [1.61195, 0.48747, 4.74718], [2.64958, 1.38666, 4.44537], [3.73697, 1.65677, 5.63512], [3.19233, 1.74108, 7.02395], [4.36718, 3.02700, 5.07420], [3.71003, 4.25712, 5.35357], [4.82251, 0.53077, 5.39981], [5.35125, 0.25341, 4.09798], [0.97781, 0.88750, 5.53834], [2.08131, -0.44087, 5.07272], [1.04929, 0.23561, 3.84825], [2.73853, 4.28201, 4.85996], [4.36248, 5.07294, 5.04239], [3.57040, 4.44398, 6.41831], [4.82156, -0.54749, 3.58213], [6.37511, -0.11999, 4.11732], [5.46106, 1.16179, 3.50562], [-0.70449, -3.51118, -0.75507], [-0.00311, -2.36563, -0.27489], [-0.41723, -0.83651, -0.71563], [-0.62732, -0.62176, -2.17392], [0.82118, 0.07135, -0.11624], [1.15006, -0.09679, 1.23528], [-1.63866, -0.48768, 0.25942], [-2.34514, 0.63713, -0.01030], [0.07866, -4.05205, -1.28633], [-1.40124, -3.18231, -1.52609], [-1.23096, -4.13419, -0.03205], [2.17851, 0.00990, 1.58025], [0.73858, -1.03515, 1.60710], [0.57183, 0.55325, 1.89193], [-2.09088, 1.14665, -0.93974], [-2.22556, 1.31407, 0.83561], [-3.41476, 0.44916, -0.10347], [-3.06859, -6.78728, -5.90307], [-1.92708, -6.01406, -5.45312], [-2.13289, -4.97487, -4.22879], [-3.16557, -5.37497, -3.21185], [-0.61530, -4.69016, -3.62925], [0.33129, -3.97556, -4.41581], [-2.48445, -3.57133, -4.91938], [-2.96259, -2.47218, -4.17997], [-3.75466, -6.95530, -5.07289], [-2.68280, -7.76217, -6.20112], [-3.58366, -6.23605, -6.68979], [-0.07260, -3.02032, -4.75119], [0.55735, -4.50939, -5.33887], [1.29095, -3.87063, -3.90967], [-2.17940, -1.73130, -4.01929], [-3.29823, -2.74836, -3.18039], [-3.77757, -1.92001, -4.64796], [-5.80772, 1.40792, -2.31649], [-5.47788, 2.78957, -2.33908], [-6.54280, 3.93969, -1.97503], [-7.68920, 3.52108, -1.06028], [-5.61392, 5.15077, -1.38923], [-5.51715, 5.28570, -0.01291], [-7.03413, 4.48700, -3.38889], [-6.11713, 4.80807, -4.42772], [-5.14899, 0.84621, -1.65418], [-5.78833, 0.96669, -3.31300], [-6.84930, 1.20661, -2.06614], [-4.52597, 5.69970, 0.17221], [-5.66470, 4.39084, 0.59171], [-6.27674, 5.99098, 0.32431], [-5.09075, 4.97118, -4.09902], [-6.51253, 5.58267, -5.08478], [-6.08223, 4.00556, -5.16451], [-0.43850, 3.45938, 1.64001], [0.51072, 4.06331, 2.13041], [0.38963, 5.16902, 2.95360], [-0.82116, 5.73059, 3.33668], [-0.60724, 6.77486, 4.35519], [1.98007, 3.69299, 1.80554], [-1.42724, 4.90560, 3.71106], [-1.31507, 6.20556, 2.48900], [-0.14180, 7.66798, 3.93832], [-0.03322, 6.59679, 5.26453], [-1.56939, 7.10605, 4.74597], [2.69676, 4.08464, 2.52740], [2.25536, 4.12421, 0.84306], [2.23103, 2.63452, 1.73656], [2.05311, -2.96750, 3.31910], [1.22801, -3.60839, 2.63204], [1.51093, -4.27616, 1.46372], [2.85240, -4.39326, 1.08041], [2.91284, -3.93907, -0.35105], [-0.24862, -3.47663, 2.93636], [3.26744, -5.39846, 1.15389], [3.54592, -3.82328, 1.69869], [2.57805, -4.72010, -1.03370], [3.85505, -3.55397, -0.74100], [2.27073, -3.06111, -0.42161], [-0.33135, -3.56399, 4.01969], [-0.79669, -4.30168, 2.48136], [-0.59264, -2.50711, 2.57612], [-0.34278, -9.00015, -1.12202], [-0.10642, -7.93740, -0.47301], [-0.98418, -6.96999, -0.11478], [-2.30802, -7.30965, -0.27715], [-3.04666, -6.29944, 0.43994], [1.34311, -7.58103, -0.17755], [-2.60255, -8.33138, -0.03749], [-2.59258, -7.32407, -1.32925], [-4.09662, -6.59175, 0.45548], [-3.15850, -5.36486, -0.10976], [-2.72368, -6.05499, 1.45188], [1.37941, -7.16676, 0.83000], [1.61657, -6.81162, -0.89959], [1.92804, -8.50046, -0.20218], [4.57842, -1.76095, 1.19836], [5.30785, -1.36099, 0.24241], [5.12758, -0.46778, -0.72968], [3.99338, 0.43672, -0.77550], [4.12808, 1.59999, 0.12082], [6.57630, -2.15489, -0.01530], [3.05798, -0.10212, -0.62456], [3.98217, 0.78900, -1.80695], [5.09574, 2.07997, -0.02526], [4.01348, 1.29810, 1.16190], [3.44716, 2.42189, -0.10040], [6.23410, -3.07680, -0.48549], [7.11717, -2.47695, 0.87455], [7.27094, -1.54858, -0.59665]], "atomic_forces_ev_per_a": [[0.66, 1.52, -0.83], [-1.81, -2.91, 0.58], [0.30, 1.91, -1.29], [0.12, -0.82, 1.24], [0.86, 2.05, 0.02], [-0.27, -1.26, 0.03], [0.73, -0.26, -0.18], [-0.66, -0.68, 1.03], [-0.18, -0.41, -0.10], [-0.15, 0.09, -0.31], [-0.23, -0.64, 0.54], [0.39, 0.31, -0.03], [-0.10, 0.37, 0.24], [-0.40, 0.31, -0.26], [0.39, -0.02, -0.53], [0.17, 0.13, 0.38], [0.30, 0.51, -0.62], [-0.11, -1.13, 0.42], [1.00, 1.12, 0.47], [-1.25, 0.75, 0.46], [0.82, -0.38, -2.10], [0.34, -1.10, 0.33], [-0.12, 0.56, 0.39], [0.19, 0.34, 0.17], [0.69, -0.09, -0.80], [-0.11, -0.08, -0.11], [-0.34, -0.27, 0.22], [0.03, 0.39, 0.08], [0.06, 0.18, -0.10], [-0.08, -0.22, -0.50], [-0.10, -0.53, 0.14], [-0.58, 0.36, 0.06], [0.07, -0.01, 0.97], [-0.58, 0.04, -0.10], [0.21, 0.06, -1.71], [-0.55, 2.90, 0.67], [1.50, -1.24, -0.09], [0.13, -0.02, 1.81], [-0.87, -1.08, -1.54], [-1.42, -0.57, 2.57], [1.84, -2.78, -0.48], [-2.08, 2.86, 0.00], [-0.37, -0.54, 0.24], [-0.23, -0.18, 0.04], [0.42, 0.46, 0.40], [0.25, -0.17, -1.04], [0.72, -0.52, -0.19], [-0.10, 0.92, -0.48], [0.34, -0.09, 0.02], [0.06, 0.33, -0.14], [-0.06, -0.45, 0.15], [0.00, 0.02, 0.55], [-0.02, 1.23, 1.18], [-0.23, 0.02, 1.15], [2.07, 0.41, -1.32], [-1.92, -0.93, -0.48], [0.15, 0.05, -1.25], [0.04, -0.98, -0.81], [0.03, 1.15, 1.27], [0.01, 0.11, 0.02], [-0.02, 0.28, -0.32], [0.16, -0.24, -0.12], [0.12, 0.19, 0.43], [-0.07, -0.32, -0.04], [-0.41, 0.07, 0.50], [0.34, -0.14, -0.14], [-0.12, -0.34, -0.05], [-0.07, -0.59, -0.52], [-0.94, -0.92, -0.43], [-0.12, 0.69, 0.36], [-2.07, -0.29, 1.81], [2.85, 0.92, -2.25], [-1.01, -2.00, -2.39], [0.16, 0.88, 1.72], [0.26, 0.07, 0.81], [0.21, -0.60, -1.38], [0.02, 0.30, -0.02], [0.72, 0.32, -0.25], [-0.01, 0.44, 0.71], [-0.09, -0.02, 0.26], [0.11, -0.31, -0.40], [0.06, 0.12, 0.08], [-0.24, 0.37, 0.18], [0.00, 0.67, 0.84], [0.10, -0.66, 0.38], [1.20, 1.12, 1.08], [-0.78, -0.39, -0.54], [2.69, -1.55, -1.39], [-1.22, -1.01, -0.13], [0.09, 1.75, 1.21], [-0.04, 0.67, 0.60], [-0.44, 0.14, 0.01], [-0.12, -0.27, -0.24], [0.01, 0.00, -0.28], [0.18, -0.89, -0.23], [-0.24, 0.00, -0.21], [-0.28, 0.27, 0.14], [-0.30, 0.17, -0.05], [-0.92, -0.04, 0.11], [-1.77, -2.28, -2.01], [1.88, 2.47, 0.66], [-1.09, -0.02, 2.30], [2.31, 0.24, -0.48], [-0.14, 0.71, -0.76], [0.62, -1.13, -0.07], [-0.75, -0.49, 0.19], [-0.54, 0.46, 0.12], [-0.20, 0.10, -0.07], [0.39, -0.45, 0.46], [-0.27, -0.14, -0.22], [-0.18, 0.29, -0.08], [-0.18, 0.22, -0.13], [-0.09, -0.11, 0.06], [-0.37, 3.73, 2.52], [0.86, -2.75, -2.61], [2.76, -1.84, -0.14], [-1.53, -1.12, -1.65], [-2.74, 1.75, 0.59], [-1.25, -0.04, 0.74], [0.75, -0.17, 0.90], [0.20, 0.53, -0.33], [-0.15, -0.26, 0.47], [0.63, 0.18, -0.15], [0.14, -0.37, 0.00], [0.21, 0.24, -0.05], [0.37, -0.17, 0.04], [0.06, 0.33, -0.38], [1.29, 2.72, -3.17], [-0.82, -2.73, 2.74], [-0.38, 0.17, 0.85], [-0.69, -0.56, -1.06], [0.66, 0.87, 0.82], [0.22, 0.61, 0.06], [0.22, -0.19, 0.13], [0.12, -0.21, -0.07], [0.30, -0.22, 0.19], [0.11, 0.19, 0.12], [-0.44, -0.45, -0.16], [0.29, 0.10, -0.47], [-0.48, 0.25, 0.29], [-0.09, -0.46, -0.43]], "lowdin_charge": [-0.1352, -0.2257, 0.4602, -0.2454, -0.2129, -0.1055, -0.2230, -0.0962, 0.0906, 0.0897, 0.0863, 0.0863, 0.0959, 0.0559, 0.0940, 0.0728, 0.0816, -0.1050, -0.2432, 0.4343, -0.2377, -0.2263, -0.1038, -0.1896, -0.0877, 0.0937, 0.0913, 0.0643, 0.0747, 0.0918, 0.0868, 0.0793, 0.0890, 0.0825, -0.0676, -0.2499, 0.5220, -0.2273, -0.2262, -0.1223, -0.1841, -0.1510, 0.0802, 0.0701, 0.0755, 0.0892, 0.0608, 0.0761, 0.0773, 0.0983, 0.0827, -0.0749, -0.2238, 0.4939, -0.2542, -0.2427, -0.1012, -0.2248, -0.1136, 0.0762, 0.0918, 0.0914, 0.0842, 0.0857, 0.0901, 0.0700, 0.0801, 0.0893, -0.0975, -0.2207, 0.4784, -0.2635, -0.2217, -0.1418, -0.2021, -0.1036, 0.0722, 0.0865, 0.0859, 0.0716, 0.0929, 0.0951, 0.0894, 0.0911, 0.0844, 0.0689, -0.4193, -0.0226, -0.2706, -0.0795, 0.0366, 0.1293, 0.1284, 0.0811, 0.0812, 0.0826, 0.0735, 0.0638, 0.0524, 0.0551, -0.4477, -0.0213, -0.2443, -0.0506, 0.0287, 0.1190, 0.0997, 0.0633, 0.0652, 0.0716, 0.0928, 0.0738, 0.0799, 0.0483, -0.4481, 0.0038, -0.3012, -0.0843, 0.0250, 0.1327, 0.1215, 0.0892, 0.0704, 0.0851, 0.0771, 0.0787, 0.0909, 0.0309, -0.4790, 0.0089, -0.1935, -0.0626, 0.0164, 0.0997, 0.1314, 0.0953, 0.0678, 0.0690, 0.0836, 0.0868, 0.0838]}

# 3
{"formula": "C4H3AgO2", "method": "the ωB97M-V functional and the def2-TZVPD basis", "s2": 2.02, "homo_ha": [-0.290, -0.287], "mol_weight_da": 190.93, "multiplicity": 3, "de_lowest_kj_mol": 12.0, "homo_lumo_gap_ev": [7.205, 5.986], "symbols": ["O", "C", "C", "C", "C", "H", "H", "H", "Ag", "O"], "coordinates": [[0.32585, 2.45779, 0.90851], [-0.06557, 1.30859, 0.70147], [-0.20657, 0.84912, -0.78789], [-0.48007, -0.59700, -0.69360], [-0.09366, -1.74226, -0.11909], [0.70623, 1.11163, -1.35118], [-1.06376, 1.41152, -1.19585], [-0.17324, -2.68360, -0.68487], [0.58810, -0.25449, 2.12166], [0.46269, -1.86129, 1.10084]], "atomic_forces_ev_per_a": [[-1.30, -3.27, 0.28], [2.15, 4.53, -1.07], [-0.89, -0.84, 1.32], [0.25, -1.28, -1.03], [0.35, 1.04, 0.00], [-0.25, -0.01, 0.39], [0.32, -0.09, 0.13], [-0.21, 0.21, 0.35], [-0.02, 2.51, 1.50], [-0.38, -2.80, -1.88]], "nbo_charge": [-0.4643, 0.3621, -0.5958, -0.0698, 0.0780, 0.2473, 0.2530, 0.1778, 0.8854, -0.8736]}

# 4
{"formula": "C4H4Tm", "method": "the ωB97M-V functional and the def2-TZVPD basis", "s2": 2.01, "homo_ha": [-0.877, -0.845], "mol_weight_da": 221.01, "multiplicity": 3, "total_charge": 3, "homo_lumo_gap_ev": [8.168, 4.742], "symbols": ["C", "C", "H", "Tm", "C", "C", "H", "H", "H"], "coordinates": [[-0.51092, 1.42526, -0.07282], [0.60819, 0.93759, 0.16482], [0.18515, 2.37147, 0.56272], [-1.29817, 1.58950, -2.40711], [0.74234, -0.50584, 0.16569], [-0.20334, -1.38967, 0.53129], [-0.02795, -2.46037, 0.41660], [1.73427, -0.86543, -0.12272], [-1.22956, -1.10251, 0.76153]], "atomic_forces_ev_per_a": [[0.31, 3.09, 0.41], [-2.48, -2.04, -0.02], [-0.20, -0.62, -0.22], [-0.82, 0.75, -1.27], [6.09, 1.24, 0.27], [-3.17, -2.15, 0.17], [0.29, -0.05, 0.37], [-0.14, -0.26, -0.07], [0.11, 0.03, 0.37]], "nbo_charge": [-0.4033, 0.0242, 0.4763, 1.9677, 0.0021, 0.0823, 0.2979, 0.3037, 0.2491]}

> Number 1 is which compound?

C6H7InLiO6

Repeat the third record exactly.
{"formula": "C4H3AgO2", "method": "the ωB97M-V functional and the def2-TZVPD basis", "s2": 2.02, "homo_ha": [-0.290, -0.287], "mol_weight_da": 190.93, "multiplicity": 3, "de_lowest_kj_mol": 12.0, "homo_lumo_gap_ev": [7.205, 5.986], "symbols": ["O", "C", "C", "C", "C", "H", "H", "H", "Ag", "O"], "coordinates": [[0.32585, 2.45779, 0.90851], [-0.06557, 1.30859, 0.70147], [-0.20657, 0.84912, -0.78789], [-0.48007, -0.59700, -0.69360], [-0.09366, -1.74226, -0.11909], [0.70623, 1.11163, -1.35118], [-1.06376, 1.41152, -1.19585], [-0.17324, -2.68360, -0.68487], [0.58810, -0.25449, 2.12166], [0.46269, -1.86129, 1.10084]], "atomic_forces_ev_per_a": [[-1.30, -3.27, 0.28], [2.15, 4.53, -1.07], [-0.89, -0.84, 1.32], [0.25, -1.28, -1.03], [0.35, 1.04, 0.00], [-0.25, -0.01, 0.39], [0.32, -0.09, 0.13], [-0.21, 0.21, 0.35], [-0.02, 2.51, 1.50], [-0.38, -2.80, -1.88]], "nbo_charge": [-0.4643, 0.3621, -0.5958, -0.0698, 0.0780, 0.2473, 0.2530, 0.1778, 0.8854, -0.8736]}